(1)
Here is a molecular structure, C45H50CsN5OPSe from the Open Molecules 2025 dataset. Energies are from ωB97M-V/def2-TZVPD.

Geometry as XYZ:
```
104
C45H50CsN5OPSe, DFT ωB97M-V/def2-TZVPD
Cs 0.214 0.552 2.141
C -2.540 1.932 4.382
C -1.440 2.721 3.740
C -1.695 3.467 2.594
C -0.708 4.251 2.011
C -1.013 5.120 0.830
C 0.562 4.259 2.577
C 0.844 3.526 3.723
C 2.196 3.609 4.361
C -0.168 2.764 4.297
H -3.193 2.607 4.938
H -2.148 1.194 5.080
H -3.151 1.423 3.635
H -2.695 3.468 2.177
H -1.862 4.735 0.270
H -0.154 5.203 0.168
H -1.267 6.124 1.173
H 1.332 4.882 2.139
H 2.214 4.440 5.067
H 2.970 3.790 3.619
H 2.434 2.701 4.911
H 0.029 2.232 5.221
N 3.530 0.365 1.128
C 4.354 -0.756 1.299
C 5.732 -0.604 1.434
C 6.558 -1.705 1.561
C 6.011 -2.978 1.558
C 4.639 -3.139 1.490
C 3.792 -2.040 1.393
P 1.964 -2.204 1.316
C 1.513 -1.988 3.080
C 2.297 -1.274 3.980
C 1.853 -1.067 5.276
C 0.620 -1.553 5.682
C -0.172 -2.257 4.788
C 0.270 -2.467 3.496
C 1.799 -4.023 1.168
C 1.639 -4.509 -0.128
C 1.542 -5.870 -0.360
C 1.601 -6.757 0.701
C 1.761 -6.278 1.991
C 1.856 -4.920 2.232
H 4.060 1.194 0.885
H 2.789 0.217 0.450
H 6.160 0.390 1.416
H 7.625 -1.566 1.635
H 6.647 -3.846 1.609
H 4.221 -4.135 1.512
H 3.269 -0.906 3.675
H 2.489 -0.547 5.980
H 0.288 -1.404 6.699
H -1.126 -2.659 5.099
H -0.347 -3.029 2.805
H 1.620 -3.805 -0.953
H 1.427 -6.245 -1.365
H 1.526 -7.818 0.522
H 1.816 -6.974 2.813
H 1.992 -4.558 3.242
C -3.407 3.607 -2.158
C -2.175 4.205 -2.841
N -2.010 3.735 -4.196
C -2.683 4.503 -5.243
C -3.973 3.849 -5.730
C -1.368 2.619 -4.616
O -1.377 2.328 -5.804
C -0.599 1.697 -3.696
C 0.230 0.805 -4.389
C 0.950 -0.159 -3.713
C 0.845 -0.194 -2.331
N 0.077 0.639 -1.647
C -0.631 1.546 -2.309
H -3.493 3.987 -1.144
H -3.345 2.523 -2.123
H -4.312 3.877 -2.693
H -1.271 3.994 -2.267
H -2.283 5.294 -2.874
H -1.998 4.591 -6.092
H -2.889 5.500 -4.851
H -3.749 2.877 -6.161
H -4.424 4.474 -6.494
H -4.687 3.724 -4.921
H 0.271 0.875 -5.466
H 1.566 -0.865 -4.248
H 1.381 -0.928 -1.739
H -1.247 2.139 -1.653
C -3.775 -0.436 -1.645
N -2.750 -1.437 -1.566
C -2.126 -1.855 -0.445
Se -2.333 -1.189 1.224
N -1.306 -2.878 -0.773
C -1.390 -3.129 -2.122
C -0.796 -4.075 -2.940
C -1.121 -4.034 -4.285
C -2.010 -3.089 -4.792
C -2.626 -2.158 -3.977
C -2.307 -2.194 -2.630
H -3.821 0.096 -0.695
H -4.745 -0.899 -1.837
H -3.553 0.264 -2.451
H -0.736 -3.387 -0.112
H -0.130 -4.825 -2.549
H -0.682 -4.758 -4.953
H -2.235 -3.100 -5.846
H -3.330 -1.441 -4.367
```

Output
**Total charge**: +1
**HOMO-LUMO gap**: 8.14 eV
**LUMO level**: -1.868 eV
**Energy relative to the best compared isomer or geometry (same formula, charge and spin)**: 63.1 kJ/mol

=====

(2)
Here is a molecular structure, C45H50CsN8O2P2S from the Open Molecules 2025 dataset. Energies are from ωB97M-V/def2-TZVPD.

Geometry as XYZ:
```
109
C45H50CsN8O2P2S, DFT ωB97M-V/def2-TZVPD
Cs -1.324 0.282 -0.513
N -3.539 2.444 1.297
C -3.245 2.226 2.613
S -4.495 1.650 3.624
N -2.003 2.422 3.067
N -1.145 2.640 2.049
C 0.039 3.077 2.318
C 0.458 3.511 3.683
C 0.430 2.640 4.767
C 0.806 3.070 6.031
C 1.199 4.385 6.237
C 1.204 5.271 5.169
C 0.835 4.835 3.905
C 0.983 3.204 1.176
C 2.298 3.644 1.367
C 3.132 3.803 0.274
C 2.662 3.478 -0.987
C 1.363 2.999 -1.078
N 0.540 2.871 -0.048
H -4.508 2.447 1.039
H -2.867 2.953 0.746
H 0.081 1.629 4.618
H 0.774 2.376 6.862
H 1.484 4.721 7.226
H 1.489 6.305 5.321
H 0.830 5.533 3.075
H 2.652 3.871 2.362
H 4.144 4.166 0.410
H 3.279 3.574 -1.871
H 0.957 2.685 -2.037
C -4.766 -1.937 -3.955
C -3.662 -1.880 -2.934
N -2.780 -0.950 -2.895
N -2.903 0.066 -3.801
C -1.807 0.821 -3.872
O -0.707 0.666 -3.294
C -1.948 1.999 -4.812
C -0.834 2.795 -5.054
C -0.912 3.890 -5.902
C -2.115 4.205 -6.519
C -3.234 3.416 -6.280
C -3.152 2.320 -5.435
C -3.570 -2.949 -1.913
C -4.468 -4.021 -1.941
C -4.387 -5.006 -0.973
C -3.418 -4.903 0.009
C -2.569 -3.805 -0.039
N -2.628 -2.859 -0.964
H -4.690 -1.066 -4.598
H -5.746 -1.943 -3.470
H -4.700 -2.837 -4.572
H 0.092 2.533 -4.559
H -0.035 4.501 -6.080
H -2.183 5.061 -7.179
H -4.177 3.659 -6.756
H -4.014 1.698 -5.241
H -5.223 -4.077 -2.711
H -5.079 -5.840 -0.984
H -3.321 -5.640 0.794
H -1.803 -3.677 0.718
O -3.170 -0.867 2.001
C -2.873 -1.682 3.117
C -1.830 -1.072 4.044
C -0.488 -0.784 3.371
C 0.111 -1.987 2.695
C 0.542 -3.098 3.421
C 1.099 -4.172 2.751
C 1.190 -4.126 1.367
C 0.719 -2.993 0.726
N 0.210 -1.939 1.364
H -3.730 -0.134 2.321
H -2.522 -2.638 2.719
H -3.780 -1.879 3.700
H -1.683 -1.766 4.881
H -2.228 -0.138 4.450
H 0.213 -0.415 4.125
H -0.586 -0.010 2.613
H 0.447 -3.102 4.500
H 1.456 -5.036 3.298
H 1.615 -4.940 0.796
H 0.738 -2.925 -0.355
C 3.371 -0.381 2.298
P 3.313 0.045 0.509
C 4.955 0.883 0.378
C 3.770 -1.574 -0.263
C 4.774 -2.371 0.279
C 5.107 -3.595 -0.280
C 4.434 -4.029 -1.411
C 3.437 -3.241 -1.969
C 3.085 -2.010 -1.413
P 1.647 -1.020 -2.025
C 1.036 -2.061 -3.410
C 2.508 0.264 -3.025
H 4.341 -0.761 2.624
H 2.602 -1.119 2.526
H 3.142 0.528 2.860
H 5.768 0.249 0.737
H 4.927 1.797 0.971
H 5.149 1.155 -0.661
H 5.304 -2.041 1.166
H 5.884 -4.205 0.165
H 4.681 -4.983 -1.862
H 2.922 -3.602 -2.849
H 1.803 -2.263 -4.162
H 0.222 -1.489 -3.859
H 0.620 -3.001 -3.044
H 3.210 -0.189 -3.729
H 3.038 0.963 -2.378
H 1.728 0.801 -3.567
```

Output
**Total charge**: -1
**HOMO-LUMO gap**: 6.34 eV
**LUMO level**: 1.911 eV
**Energy relative to the best compared isomer or geometry (same formula, charge and spin)**: 0.0 kJ/mol

=====

(3)
Here is a molecular structure, C45H50F15HfN9O22 from the Open Molecules 2025 dataset. Energies are from ωB97M-V/def2-TZVPD.

Geometry as XYZ:
```
142
C45H50F15HfN9O22, DFT ωB97M-V/def2-TZVPD
Hf 12.188 12.906 11.309
N 11.591 12.777 13.949
O 11.310 12.539 15.065
O 12.441 12.003 13.310
O 11.087 13.799 13.282
N 9.613 12.144 11.154
O 10.562 11.233 11.495
O 9.979 13.321 10.760
O 8.457 11.862 11.191
N 12.441 12.729 8.666
O 11.362 12.331 9.232
O 13.371 13.255 9.406
O 12.591 12.672 7.469
N 14.680 13.563 12.021
O 14.504 12.506 11.414
O 13.622 14.283 12.404
O 15.777 13.952 12.296
N 15.422 15.781 10.195
C 15.438 16.778 11.057
C 15.917 18.044 10.741
C 16.343 18.276 9.430
C 16.218 17.259 8.503
C 15.718 16.054 8.950
H 15.052 16.553 12.077
H 15.876 18.825 11.506
H 16.709 19.228 9.121
H 16.329 17.367 7.431
H 15.617 15.248 8.194
N 11.622 15.127 10.817
C 11.333 15.629 9.604
C 11.294 16.963 9.260
C 11.593 17.933 10.232
C 11.828 17.450 11.544
C 11.834 16.093 11.778
H 11.182 14.911 8.852
H 11.021 17.189 8.208
H 11.573 18.989 9.934
H 12.007 18.071 12.433
H 12.124 15.717 12.744
N 16.529 10.875 7.620
C 17.178 10.012 8.364
C 17.758 10.303 9.537
C 17.611 11.620 10.065
C 16.865 12.504 9.250
C 16.391 12.094 7.996
H 17.198 8.999 7.953
H 18.274 9.479 10.004
H 17.984 11.922 11.035
H 16.640 13.516 9.548
H 15.845 12.804 7.389
N 13.608 16.924 14.664
C 14.732 16.344 15.037
C 15.517 16.735 16.152
C 15.136 17.880 16.838
C 13.940 18.566 16.424
C 13.237 18.016 15.332
H 14.942 15.438 14.488
H 16.306 16.078 16.461
H 15.608 18.235 17.755
H 13.566 19.445 16.939
H 12.322 18.519 15.054
N 13.020 10.693 11.090
C 12.741 9.711 11.956
C 12.955 8.343 11.771
C 13.624 7.905 10.607
C 13.990 8.901 9.716
C 13.735 10.230 9.979
H 12.185 10.016 12.819
H 12.629 7.651 12.564
H 13.761 6.850 10.438
H 14.510 8.747 8.798
H 13.957 11.082 9.380
C 14.444 13.608 17.521
C 13.096 14.273 17.225
O 12.386 14.552 18.449
C 12.517 15.735 19.053
O 12.877 16.751 18.575
C 11.781 15.691 20.476
F 11.697 14.504 21.076
F 12.496 16.514 21.232
F 10.583 16.210 20.396
H 15.083 14.258 18.137
H 14.919 13.386 16.566
H 14.344 12.673 18.059
H 12.512 13.615 16.573
H 13.304 15.238 16.746
C 16.061 11.237 13.981
C 16.242 9.698 14.243
O 15.929 9.468 15.617
C 14.705 8.955 15.885
O 14.042 8.396 15.131
C 14.493 9.029 17.443
F 15.482 8.282 17.967
F 14.395 10.190 18.039
F 13.377 8.377 17.635
H 16.720 11.850 14.642
H 15.017 11.493 14.281
H 16.202 11.539 12.953
H 17.260 9.391 13.926
H 15.505 9.098 13.686
C 18.946 16.537 11.701
C 18.834 15.003 11.884
O 20.083 14.429 11.375
C 20.312 13.130 11.630
O 19.741 12.529 12.499
C 21.465 12.522 10.835
F 22.548 12.560 11.667
F 21.229 11.232 10.547
F 21.759 13.246 9.736
H 19.498 17.022 12.530
H 17.975 16.980 11.749
H 19.474 16.791 10.786
H 18.056 14.652 11.208
H 18.611 14.713 12.906
C 20.900 14.281 20.448
C 20.717 14.992 19.118
O 20.187 14.133 18.137
C 19.042 14.439 17.465
O 18.457 15.458 17.603
C 18.710 13.285 16.454
F 19.755 12.860 15.761
F 18.154 12.308 17.241
F 17.881 13.752 15.592
H 20.000 13.785 20.742
H 21.379 14.967 21.123
H 21.550 13.443 20.274
H 21.700 15.419 18.779
H 20.062 15.853 19.290
C 10.357 16.038 15.807
C 9.374 17.099 15.398
O 8.746 17.674 16.553
C 9.458 18.429 17.418
O 10.528 18.873 17.205
C 8.644 18.778 18.681
F 7.848 19.811 18.426
F 7.902 17.782 19.159
F 9.489 19.141 19.679
H 11.141 16.346 16.506
H 10.813 15.571 14.926
H 9.754 15.232 16.186
H 8.519 16.606 14.927
H 9.869 17.864 14.849
```

Output
**HOMO-LUMO gap**: 9.18 eV
**LUMO level**: -0.398 eV

=====

(4)
Here is a molecular structure, C45H50LuN2O3PS3 from the Open Molecules 2025 dataset. Energies are from ωB97M-V/def2-TZVPD.

Geometry as XYZ:
```
105
C45H50LuN2O3PS3, DFT ωB97M-V/def2-TZVPD
Lu -0.048 -0.342 -0.454
S 4.493 -3.818 -2.525
C 5.992 -4.456 -3.033
C 6.899 -3.474 -3.274
C 6.364 -2.179 -3.041
C 5.065 -2.195 -2.628
C 4.213 -1.037 -2.311
C 2.949 -1.189 -1.726
N 2.161 -0.181 -1.388
C 2.572 1.091 -1.626
C 3.773 1.344 -2.277
C 4.099 2.696 -2.655
C 3.244 3.702 -2.406
C 2.014 3.465 -1.691
C 1.086 4.483 -1.418
C -0.076 4.223 -0.723
C -0.228 2.909 -0.256
N 0.618 1.925 -0.506
C 1.719 2.182 -1.249
C -1.104 5.242 -0.471
C -1.088 6.555 -0.841
C -2.263 7.259 -0.466
C -3.153 6.460 0.179
S -2.577 4.867 0.334
C 4.596 0.256 -2.593
H 6.117 -5.525 -3.132
H 7.912 -3.663 -3.607
H 6.943 -1.271 -3.167
H 2.562 -2.186 -1.542
H 5.031 2.878 -3.177
H 3.466 4.712 -2.733
H 1.292 5.484 -1.781
H -1.096 2.651 0.334
H -0.260 7.025 -1.359
H -2.436 8.307 -0.670
H -4.123 6.725 0.574
H 5.542 0.446 -3.092
O -5.945 -5.059 -2.472
C -4.654 -4.874 -2.152
O -3.986 -5.793 -1.773
C -4.094 -3.480 -2.227
C -4.842 -2.331 -1.995
C -4.227 -1.085 -1.914
C -2.851 -0.979 -2.094
S -2.010 0.553 -1.777
C -2.122 -2.129 -2.406
C -2.729 -3.370 -2.448
H -6.340 -4.259 -2.839
H -5.910 -2.393 -1.808
H -4.805 -0.200 -1.675
H -1.067 -2.049 -2.625
H -2.161 -4.271 -2.649
O -0.340 -0.604 1.591
P -0.629 -1.795 2.570
C -0.943 -1.145 4.229
C -0.808 -2.182 5.373
C 0.613 -2.329 5.932
C 1.224 -0.972 6.280
C 1.234 -0.046 5.065
C -0.183 0.168 4.530
C 0.891 -2.800 2.507
C 0.806 -4.270 2.945
C 2.208 -4.881 3.025
C 2.937 -4.752 1.688
C 3.028 -3.287 1.270
C 1.637 -2.653 1.164
C -2.248 -2.388 1.974
C -3.095 -3.329 2.850
C -2.733 -4.802 2.671
C -2.828 -5.205 1.199
C -1.921 -4.341 0.317
C -2.242 -2.860 0.507
H -2.003 -0.888 4.135
H -1.200 -3.158 5.071
H -1.456 -1.834 6.182
H 1.263 -2.847 5.221
H 0.570 -2.962 6.819
H 2.233 -1.101 6.672
H 0.630 -0.504 7.074
H 1.882 -0.461 4.282
H 1.661 0.922 5.332
H -0.172 0.806 3.648
H -0.764 0.697 5.291
H 1.502 -2.277 3.247
H 0.222 -4.841 2.224
H 0.306 -4.356 3.911
H 2.124 -5.929 3.315
H 2.786 -4.377 3.808
H 2.396 -5.319 0.920
H 3.937 -5.181 1.756
H 3.568 -3.184 0.325
H 3.596 -2.731 2.023
H 1.072 -3.153 0.361
H 1.779 -1.594 0.935
H -2.720 -1.399 1.992
H -4.131 -3.187 2.531
H -3.055 -3.030 3.898
H -3.392 -5.419 3.281
H -1.717 -4.978 3.033
H -3.863 -5.087 0.858
H -2.575 -6.258 1.071
H -2.069 -4.603 -0.732
H -0.871 -4.540 0.554
H -3.227 -2.653 0.082
H -1.562 -2.252 -0.090
```

Output
**Total charge**: +2
**HOMO-LUMO gap**: 6.82 eV
**LUMO level**: -5.950 eV